# 1
C10H11NO3 | ωB97M-V/def2-TZVPD

The geometry in XYZ format:
```
25
C10H11NO3 ωB97M-V/def2-TZVPD
C 3.10 -0.10 0.10
C 2.65 -1.29 -0.37
C 2.28 1.06 0.10
C 1.28 -1.42 -0.76
C 0.91 0.91 -0.04
C 0.42 -0.41 -0.42
C -0.08 2.14 -0.14
C -1.00 -0.50 -0.63
C -1.38 -0.46 1.80
C -2.07 -0.82 0.43
N -1.16 1.83 -0.72
O 0.27 3.25 0.21
O -1.35 -0.81 -1.87
O -3.23 -0.09 0.22
H 4.06 0.13 0.29
H 3.47 -1.95 -0.39
H 2.60 2.01 0.32
H 0.80 -2.24 -1.19
H -0.31 -0.46 1.78
H -1.70 -1.26 2.49
H -1.80 0.46 2.33
H -2.07 -1.96 0.47
H -1.84 2.54 -1.05
H -0.64 -1.11 -2.44
H -3.22 0.52 -0.49
```

Calculated values
- E_HOMO (Eh) = -0.317
- frontier orbital gap (Eh) = 0.2951
- energy relative to the best compared isomer or geometry (same formula, charge and spin) (eV) = 4.5185
- LUMO energy (eV) = -0.6

Mulliken population analysis, charges in e, atoms 1 to 2: atom 1 (C): -0.635, atom 2 (C): -0.886

=====

# 2
C4H5NO2 | ωB97M-V/def2-TZVPD

The geometry in XYZ format:
```
12
C4H5NO2 ωB97M-V/def2-TZVPD
C -1.51 -0.39 -0.59
C -0.10 0.04 -0.41
C 0.40 1.28 -0.21
O 1.79 1.17 0.04
C 1.69 0.00 0.72
O 1.89 -0.12 1.89
N 0.96 -0.88 -0.16
H -1.62 -0.99 -1.50
H -1.85 -0.99 0.26
H -2.14 0.50 -0.68
H -0.04 1.95 0.52
H 0.65 -1.73 0.31
```

Calculated values
- E_HOMO (Eh) = -0.331
- frontier orbital gap (Eh) = 0.3585
- energy relative to the best compared isomer or geometry (same formula, charge and spin) (eV) = 2.1275
- LUMO energy (eV) = 0.7

Mulliken population analysis, charges in e, atoms 1 to 2: atom 1 (C): -1.134, atom 2 (C): 0.502

=====

# 3
C9H20LiN4O9 | ωB97M-V/def2-TZVPD

The geometry in XYZ format:
```
43
C9H20LiN4O9 ωB97M-V/def2-TZVPD
Li 0.79 2.75 -2.38
C 3.25 -3.25 2.23
C 1.86 -3.38 1.69
C 1.27 -1.98 1.35
C -0.22 -2.05 1.18
N -0.87 -0.65 0.86
C -2.45 -0.79 0.90
C -3.03 0.26 -0.06
C -2.08 0.17 -1.19
C -0.69 -0.07 -0.58
C -0.44 0.40 1.92
H 3.21 -2.56 3.08
H 3.88 -2.78 1.47
H 3.87 -4.11 2.48
H 1.25 -3.99 2.35
H 1.94 -3.99 0.79
H 1.72 -1.46 0.50
H 1.37 -1.33 2.23
H -0.71 -2.49 2.06
H -0.47 -2.69 0.33
H -2.79 -0.73 1.94
H -2.80 -1.81 0.74
H -3.07 1.26 0.38
H -3.96 -0.13 -0.47
H -2.21 0.92 -1.98
H -2.36 -0.80 -1.61
H -0.17 0.89 -0.55
H -0.03 -0.77 -1.09
H -0.61 0.10 2.95
H -1.11 1.26 1.81
H 0.59 0.64 1.66
N 0.55 1.32 -4.54
O -0.12 1.12 -3.53
O 1.34 2.26 -4.46
O 0.38 0.72 -5.58
N 2.57 2.96 -0.53
O 3.25 3.32 0.42
O 1.84 1.99 -0.56
O 2.40 3.71 -1.47
N -1.77 3.94 -1.17
O -1.93 3.51 -0.05
O -2.54 4.77 -1.62
O -0.89 3.51 -1.91
```

Calculated values
- E_HOMO (alpha / beta) (Eh) = 0.074 / -0.124
- frontier orbital gap (alpha / beta) (Eh) = 0.0989 / 0.2954
- energy relative to the best compared isomer or geometry (same formula, charge and spin) (eV) = 0.0000
- net charge = -2
- 2S+1 = 2
- LUMO energy (alpha / beta) (eV) = 4.7 / 4.7
- <S²> = 0.751

Mulliken population analysis, charges in e, atoms 1 to 2: atom 1 (Li): 0.868, atom 2 (C): -1.483